[1]
{
  "formula": "C38H28Cl3N5O4PSr",
  "method": "ωB97M-V/def2-TZVPD",
  "relative_energy_kj_mol": 0.0,
  "homo_lumo_gap_ev": 6.8,
  "homo_ev": -4.47,
  "charge": -1,
  "elements": ["Sr", "Cl", "C", "C", "C", "N", "C", "O", "C", "C", "C", "C", "C", "N", "C", "C", "C", "Cl", "N", "C", "O", "C", "C", "C", "C", "C", "N", "H", "H", "H", "H", "H", "H", "H", "H", "H", "H", "N", "C", "C", "O", "O", "H", "H", "H", "H", "Cl", "C", "C", "C", "C", "C", "C", "P", "C", "C", "C", "C", "C", "C", "C", "C", "C", "C", "C", "C", "H", "H", "H", "H", "H", "H", "H", "H", "H", "H", "H", "H", "H", "H"],
  "coordinates": [[-0.004, -0.224, -0.143], [-5.403, 1.646, -4.938], [-4.407, 0.684, -3.879], [-3.552, 1.334, -3.002], [-2.686, 0.637, -2.153], [-1.720, 1.261, -1.343], [-1.587, 2.591, -1.321], [-2.225, 3.476, -1.913], [-0.484, 3.125, -0.403], [-0.533, 4.470, -0.042], [0.443, 4.976, 0.795], [1.451, 4.136, 1.250], [1.432, 2.814, 0.844], [0.489, 2.325, 0.033], [-2.765, -0.795, -2.144], [-3.642, -1.414, -3.038], [-4.436, -0.692, -3.914], [-5.459, -1.562, -5.024], [-1.913, -1.522, -1.298], [-2.177, -2.796, -0.996], [-3.153, -3.505, -1.289], [-1.109, -3.483, -0.147], [-1.306, -4.815, 0.208], [-0.355, -5.451, 0.983], [0.767, -4.746, 1.395], [0.886, -3.422, 1.008], [-0.027, -2.810, 0.250], [-3.524, 2.410, -3.007], [-1.338, 5.071, -0.437], [0.419, 6.017, 1.095], [2.230, 4.488, 1.912], [2.175, 2.102, 1.186], [-3.715, -2.489, -3.040], [-2.205, -5.301, -0.142], [-0.485, -6.488, 1.269], [1.530, -5.199, 2.013], [1.722, -2.809, 1.327], [-1.124, -0.485, 2.296], [-0.216, -0.009, 3.349], [1.276, -0.266, 3.022], [2.040, -0.363, 3.981], [1.569, -0.317, 1.783], [-2.064, -0.136, 2.440], [-1.185, -1.498, 2.317], [-0.425, -0.431, 4.334], [-0.329, 1.075, 3.431], [2.785, 0.831, -2.062], [3.486, -0.447, -3.025], [4.832, -0.327, -3.345], [5.432, -1.297, -4.127], [4.686, -2.374, -4.586], [3.347, -2.478, -4.253], [2.712, -1.519, -3.458], [0.937, -1.586, -2.979], [0.164, -0.910, -4.490], [-0.483, 0.316, -4.396], [-1.118, 0.867, -5.504], [-1.101, 0.195, -6.713], [-0.438, -1.025, -6.822], [0.192, -1.573, -5.719], [0.562, -3.368, -3.060], [-0.671, -3.802, -3.541], [-1.034, -5.139, -3.443], [-0.171, -6.056, -2.867], [1.054, -5.630, -2.366], [1.412, -4.295, -2.452], [5.390, 0.523, -2.978], [6.482, -1.209, -4.376], [5.146, -3.135, -5.203], [2.773, -3.325, -4.605], [-0.513, 0.840, -3.449], [-1.644, 1.807, -5.399], [-1.612, 0.609, -7.573], [-0.425, -1.553, -7.768], [0.688, -2.533, -5.806], [-1.367, -3.089, -3.967], [-2.009, -5.449, -3.796], [-0.458, -7.097, -2.787], [1.722, -6.336, -1.889], [2.357, -3.969, -2.031]]
}

[2]
{
  "formula": "C38H28ClF3INO11",
  "method": "ωB97M-V/def2-TZVPD",
  "smiles": "CC(C)=NC1=C(CCC(F)(F)F)C(=O)C(I)=C(CC(=O)Cl)C1=O.O=C1C=CC(=O)C=C1.O=C1C=CC(=O)C=C1.O=C1C=CC(=O)C=C1.O=C1C=CC(=O)C=C1",
  "homo_lumo_gap_ev": 7.4,
  "homo_ev": -9.39,
  "elements": ["C", "C", "C", "N", "C", "C", "C", "C", "C", "F", "F", "F", "C", "O", "C", "I", "C", "C", "C", "O", "Cl", "C", "O", "H", "H", "H", "H", "H", "H", "H", "H", "H", "H", "H", "H", "C", "C", "C", "O", "C", "C", "C", "O", "H", "H", "H", "H", "C", "C", "C", "O", "C", "C", "C", "O", "H", "H", "H", "H", "C", "C", "C", "O", "C", "C", "C", "O", "H", "H", "H", "H", "C", "C", "C", "O", "C", "C", "C", "O", "H", "H", "H", "H"],
  "coordinates": [[6.548, -2.192, -1.378], [5.131, -1.997, -0.941], [4.714, -2.808, 0.267], [4.361, -1.192, -1.572], [3.496, -0.402, -0.789], [3.906, 0.784, -0.315], [5.279, 1.306, -0.646], [5.737, 2.515, 0.175], [6.444, 2.109, 1.456], [6.126, 0.865, 1.854], [6.148, 2.959, 2.448], [7.779, 2.108, 1.291], [2.949, 1.527, 0.534], [3.288, 2.251, 1.453], [1.475, 1.338, 0.276], [0.255, 2.973, 0.741], [1.060, 0.168, -0.199], [-0.386, -0.156, -0.449], [-1.027, -0.835, 0.743], [-1.737, -0.278, 1.545], [-0.730, -2.600, 0.966], [2.105, -0.870, -0.494], [1.782, -2.035, -0.525], [7.121, -1.514, -0.743], [6.711, -1.908, -2.410], [6.893, -3.191, -1.138], [4.567, -2.125, 1.102], [5.464, -3.549, 0.508], [3.783, -3.309, 0.043], [5.244, 1.630, -1.684], [6.048, 0.550, -0.598], [6.493, 3.031, -0.411], [4.965, 3.241, 0.374], [-0.427, -0.858, -1.279], [-0.939, 0.735, -0.688], [-0.886, -6.256, 0.743], [0.433, -6.166, 0.900], [1.330, -7.287, 0.527], [2.531, -7.206, 0.671], [0.702, -8.511, -0.030], [-0.615, -8.601, -0.187], [-1.514, -7.480, 0.186], [-2.714, -7.561, 0.040], [-1.557, -5.450, 1.009], [0.909, -5.281, 1.303], [1.375, -9.316, -0.296], [-1.092, -9.485, -0.590], [-4.331, 1.690, -3.421], [-5.534, 1.201, -3.707], [-5.933, -0.160, -3.272], [-7.031, -0.606, -3.534], [-4.943, -0.954, -2.504], [-3.741, -0.465, -2.218], [-3.340, 0.897, -2.654], [-2.244, 1.348, -2.392], [-4.018, 2.680, -3.728], [-6.271, 1.764, -4.265], [-5.256, -1.944, -2.196], [-3.006, -1.031, -1.660], [3.932, 7.599, 4.752], [5.244, 7.643, 4.963], [6.116, 6.489, 4.630], [7.313, 6.530, 4.823], [5.469, 5.285, 4.054], [4.155, 5.240, 3.843], [3.283, 6.394, 4.174], [2.087, 6.359, 3.981], [3.278, 8.429, 4.987], [5.736, 8.512, 5.382], [6.118, 4.461, 3.823], [3.664, 4.369, 3.423], [-12.265, 0.830, -1.525], [-11.505, 1.883, -1.236], [-10.036, 1.851, -1.444], [-9.342, 2.810, -1.180], [-9.449, 0.603, -1.987], [-10.207, -0.450, -2.277], [-11.676, -0.420, -2.070], [-12.371, -1.376, -2.334], [-13.338, 0.832, -1.380], [-11.915, 2.804, -0.839], [-8.381, 0.599, -2.133], [-9.794, -1.368, -2.674]]
}

[3]
{
  "formula": "C38H28F2N4O2Sr",
  "method": "ωB97M-V/def2-TZVPD",
  "relative_energy_kj_mol": 204.3,
  "homo_lumo_gap_ev": 6.6,
  "homo_ev": -1.96,
  "charge": -2,
  "elements": ["Sr", "O", "C", "C", "C", "C", "C", "C", "C", "N", "C", "C", "N", "C", "C", "C", "C", "C", "C", "C", "O", "H", "H", "H", "H", "H", "H", "H", "H", "H", "H", "H", "H", "H", "H", "F", "C", "C", "C", "C", "C", "F", "C", "C", "C", "C", "C", "C", "N", "H", "H", "H", "H", "H", "H", "C", "C", "C", "C", "N", "C", "C", "C", "C", "C", "C", "C", "H", "H", "H", "H", "H", "H", "H", "H"],
  "coordinates": [[-0.211, 0.145, -0.679], [-1.353, -0.741, 1.429], [-1.729, -0.320, 2.537], [-2.024, -1.249, 3.603], [-2.445, -0.797, 4.802], [-2.694, 0.542, 5.074], [-2.434, 1.459, 4.055], [-1.864, 1.105, 2.828], [-1.419, 2.238, 2.058], [-0.496, 2.220, 1.112], [-0.215, 3.459, 0.478], [1.186, 3.166, -0.084], [0.983, 2.375, -1.305], [1.287, 2.845, -2.459], [1.230, 2.200, -3.770], [1.449, 3.144, -4.840], [1.603, 2.586, -6.113], [1.472, 1.194, -6.386], [1.126, 0.386, -5.351], [1.068, 0.752, -3.961], [0.856, -0.070, -3.027], [-1.814, -2.274, 3.353], [-2.562, -1.475, 5.697], [-3.026, 0.562, 6.039], [-2.466, 2.549, 4.144], [-1.917, 3.221, 2.307], [-0.246, 4.245, 1.234], [-0.898, 3.690, -0.347], [1.743, 2.545, 0.663], [1.695, 4.162, -0.288], [1.826, 3.799, -2.554], [1.335, 4.194, -4.647], [1.636, 3.147, -7.076], [1.506, 0.886, -7.442], [0.975, -0.680, -5.598], [4.628, -2.312, -1.871], [4.295, -1.609, -0.746], [3.115, -0.966, -0.705], [2.557, -0.345, 0.426], [3.383, -0.406, 1.547], [4.714, -0.881, 1.466], [5.538, -0.756, 2.525], [5.188, -1.568, 0.360], [2.826, 0.179, 2.778], [1.636, -0.325, 3.311], [1.030, 0.247, 4.376], [1.697, 1.318, 5.018], [2.872, 1.725, 4.484], [3.416, 1.223, 3.326], [2.509, -0.875, -1.586], [6.120, -2.131, 0.319], [1.209, -1.198, 2.743], [0.098, -0.110, 4.739], [1.205, 1.747, 5.876], [3.393, 2.616, 4.872], [-0.143, -4.620, -0.274], [-1.402, -4.982, -0.468], [-2.355, -4.066, -0.843], [-2.036, -2.748, -1.123], [-0.806, -2.376, -0.731], [0.136, -3.227, -0.358], [-3.028, -1.809, -1.731], [-4.224, -2.398, -2.134], [-5.291, -1.684, -2.588], [-5.156, -0.276, -2.652], [-3.957, 0.285, -2.300], [-2.828, -0.422, -1.718], [0.695, -5.260, 0.070], [-1.666, -6.058, -0.501], [-3.383, -4.331, -0.881], [1.104, -2.781, -0.157], [-4.252, -3.466, -2.188], [-6.148, -2.246, -2.912], [-6.011, 0.347, -2.854], [-3.841, 1.339, -2.399]]
}

How do the records compare in E_tot? In the order shown, they have -103201.7550, -92642.5583, -56186.0176 eV.